No. 1
The following is a DFT calculation (wB97M-V/def2-TZVPD) of a molecular structure, C27H52InP2Si in a non-equilibrium geometry.

```
83
Properties=species:S:1:pos:R:3:forces:R:3
In -1.28135 -1.53466 -2.30693 0.04 -1.58 0.57
C -0.21820 -2.71753 2.91618 -0.97 1.62 2.49
C 1.11425 -2.74654 2.40306 2.00 0.90 0.84
C 1.11288 -1.46273 4.30326 0.88 -0.12 -0.84
C -0.21605 -1.91896 4.08706 -0.67 -1.52 -2.28
C 1.94188 -1.97765 3.27196 -1.18 -0.40 -0.61
C -1.41029 -3.37144 2.33949 -0.18 -0.35 -0.15
H -1.12284 -4.14382 1.61719 -0.20 0.13 0.13
H -2.06436 -2.64834 1.83355 0.03 -0.17 0.03
H -1.99340 -3.84659 3.13447 -0.06 0.00 -0.17
C -1.39331 -1.57734 4.90424 -0.35 -0.03 0.41
H -2.15694 -2.35649 4.81290 0.00 0.20 0.10
H -1.84917 -0.62264 4.60365 -0.04 -0.11 0.14
H -1.11587 -1.48845 5.95997 -0.20 0.02 -0.07
C 1.53618 -0.55570 5.39047 0.33 -0.01 0.40
H 1.03754 -0.82889 6.32852 0.12 0.15 -0.10
H 1.28091 0.49604 5.17636 0.08 -0.32 0.12
H 2.62142 -0.61910 5.54273 -0.26 0.11 0.03
C 3.40243 -1.77194 3.15980 0.33 0.01 0.12
H 3.92635 -2.27864 3.97806 0.14 0.07 -0.15
H 3.65755 -0.70903 3.21497 0.16 -0.04 -0.04
H 3.77670 -2.17430 2.21832 0.12 0.06 0.06
C 1.57510 -3.49196 1.20951 0.09 -0.19 -0.55
H 1.92665 -4.50753 1.47891 -0.16 0.38 -0.11
H 2.41797 -2.97068 0.72163 -0.33 -0.29 0.17
H 0.76511 -3.60614 0.46697 0.34 0.01 0.26
C -1.65031 0.73357 -4.18369 -0.40 1.87 -1.39
C -1.89539 -0.76424 -4.24669 -0.99 -0.49 0.10
C -1.02286 -1.55976 -5.23252 0.15 -0.28 0.15
C 0.43795 -1.67362 -4.69485 0.28 0.10 -0.41
C 0.60722 -1.18877 -3.26459 0.66 0.24 0.67
C 0.64107 0.31942 -3.10449 1.61 1.26 -0.67
C 0.80936 1.12423 -4.44031 0.45 0.57 0.41
C -0.55927 1.23808 -5.16460 -0.27 0.25 -0.46
H -1.00445 -1.12025 -6.25412 -0.17 -0.39 0.59
H 1.08484 -1.07813 -5.36419 -0.06 -0.60 0.12
H -1.41227 -2.59254 -5.34810 -0.12 0.64 0.13
H -0.54538 0.69049 -6.11792 -0.12 0.22 0.46
H -2.61748 1.26429 -4.28861 0.52 -0.07 -0.32
H -2.95786 -1.01953 -4.38685 0.33 0.55 -0.18
H -0.78427 2.28685 -5.43007 0.24 -0.33 0.12
H 1.14507 2.15096 -4.20870 0.08 -0.38 -0.02
H 1.44480 0.57167 -2.40213 -0.35 0.18 -0.35
H 1.61607 0.69462 -5.04488 -0.31 0.08 0.03
H 0.77039 -2.71707 -4.73767 0.02 0.22 -0.14
H 1.45931 -1.66172 -2.74120 -0.27 0.41 -0.46
P -0.91118 1.36782 -2.56430 0.46 -3.22 -0.33
P 1.17993 2.04576 0.17392 1.15 1.32 -1.24
C -0.26387 3.05346 -2.21773 -0.52 0.55 -0.08
C 1.01858 3.17965 -1.35784 -0.71 0.04 0.40
H -1.10384 3.58913 -1.73378 0.43 -0.23 -0.19
H -0.12012 3.54770 -3.18660 0.09 0.05 0.23
H 1.91348 3.03970 -1.98591 -0.36 -0.08 0.38
H 1.07641 4.20026 -0.92099 -0.14 -0.48 -0.50
C 2.21463 3.20773 1.21598 -0.44 0.07 0.68
H 2.88298 2.60111 1.84706 -0.32 0.21 -0.16
H 1.61502 3.83542 1.88643 0.12 -0.02 -0.23
H 2.84851 3.85664 0.58607 -0.40 -0.39 0.09
C 2.74661 1.19941 -0.38822 -0.07 -1.28 0.34
H 3.33368 1.91524 -0.99247 -0.45 -0.27 0.34
H 2.55027 0.28563 -0.97020 0.24 0.36 0.35
H 3.33752 0.94441 0.50922 -0.30 -0.10 -0.45
C -2.36632 1.21776 -1.52797 -0.93 0.71 1.01
H -2.08742 0.88357 -0.52127 -0.28 0.19 -0.47
H -3.11581 0.52190 -1.95446 0.61 0.23 0.15
H -2.84279 2.21247 -1.46664 -0.22 -0.04 0.21
C -1.91722 -3.33761 -1.35862 -0.39 -0.02 0.40
H -1.80655 -3.19149 -0.28019 -0.17 -0.26 -0.25
H -1.31769 -4.19909 -1.66782 -0.03 0.19 -0.03
H -2.96813 -3.51438 -1.60678 0.15 -0.13 0.19
C -2.64938 0.89061 1.90122 0.65 -0.25 -0.55
Si -1.02362 1.93071 1.65301 -0.51 -0.04 1.20
C -1.55822 3.69640 1.29938 0.46 0.24 -0.30
C -0.01581 1.65714 3.21455 0.06 0.15 -0.27
H -2.99564 0.32434 1.02807 -0.01 0.14 0.34
H -2.51696 0.17266 2.72441 0.15 0.25 -0.29
H -3.45428 1.59249 2.18629 0.46 -0.05 -0.19
H -2.08408 4.05851 2.19690 0.13 -0.14 -0.17
H -0.72068 4.38642 1.09832 -0.28 -0.23 0.16
H -2.25506 3.77909 0.45533 0.10 -0.16 0.20
H 0.40665 2.60310 3.56823 0.03 -0.16 0.03
H -0.66740 1.24079 3.99506 0.13 0.15 -0.21
H 0.80013 0.93805 3.05226 -0.22 0.12 0.03
```
Positions in Å, forces in eV/Å.

Output
**Molar mass**: 581.6 g/mol
**E**: -2221.82480 Ha
**Energy above the lowest of the compared OMol25 structures with the same formula, charge and spin**: 23.9 kcal per mole
**Net charge**: +1
**Orbital gap (spin up / spin down)**: 5.67 / 3.63 eV
**Lowest unoccupied orbital energy (spin up / spin down)**: -3.7292 / -3.8979 eV
**Highest occupied orbital energy (spin up / spin down)**: -9.4 / -7.5 eV
**F_max**: 3.3 eV/Å

---

No. 2
The following is a DFT calculation (wB97M-V/def2-TZVPD) of 3 unconnected molecules or ions with the total composition C27H52N2O10 in a non-equilibrium geometry.

```
91
Properties=species:S:1:pos:R:3:forces:R:3
C 4.76358 -3.31121 -0.46824 0.43 0.07 0.08
C 3.76696 -3.47069 0.78470 -0.84 -0.23 -0.23
C 2.34598 -2.67780 0.56577 1.77 -0.45 -0.03
C 1.56165 -3.47984 -0.58471 -0.57 -0.16 0.38
C 0.66018 -2.56916 -1.56827 -0.33 -1.24 -0.95
C 0.73510 -3.29212 -3.03287 -0.70 -0.69 -4.22
N 0.68858 -3.70605 -4.17536 0.40 2.15 6.49
O 1.06500 -1.19568 -1.67752 0.32 -1.74 -0.53
C 2.31574 -1.03879 -2.38752 2.04 1.09 -0.85
C 2.95342 0.42956 -2.05526 -2.09 0.19 -0.81
O 2.96958 0.73902 -0.64048 1.94 -0.82 -1.02
C 4.28102 0.56999 -0.04962 1.49 0.95 1.68
C 4.74016 1.94556 0.70540 -0.38 0.13 -0.15
C -0.89105 -2.75430 -1.10191 -0.53 -0.07 -0.78
C -1.93304 -2.05698 -2.12263 -2.45 1.33 -1.63
N -2.78021 -1.58603 -2.84787 4.61 -2.52 3.91
C -1.15747 -2.39682 0.44088 -0.41 0.56 0.35
C -0.73916 -0.90720 0.88372 -1.18 -0.32 1.46
C -1.60533 0.26487 0.22301 2.30 3.16 -3.47
O -0.98072 1.06587 -0.55916 -2.77 -3.24 3.25
O -2.99738 0.48121 0.41210 2.49 -0.76 -0.63
H 5.18256 -2.22969 -0.55180 -0.62 -1.89 0.31
H 4.28022 -3.53019 -1.49107 0.50 0.20 1.70
H 5.63539 -4.07249 -0.37125 -1.37 1.47 -0.10
H 3.48031 -4.58193 0.87848 0.60 1.54 -0.02
H 4.24356 -3.15377 1.78936 -0.60 -0.42 -1.78
H 1.80388 -2.63663 1.57970 0.54 -0.22 -1.69
H 2.63761 -1.60315 0.29936 -0.81 -1.48 0.09
H 0.84460 -4.22321 -0.05227 1.22 1.16 -1.02
H 2.23230 -4.13469 -1.25398 -0.73 1.22 1.30
H 2.19822 -1.04390 -3.54604 -0.23 -0.15 1.93
H 3.10352 -1.84431 -2.15472 -1.41 0.98 0.02
H 2.20886 1.18108 -2.53972 1.22 -1.18 0.95
H 3.95847 0.60296 -2.58309 -1.32 -0.60 0.92
H 4.32845 -0.25103 0.76604 -0.55 1.04 -1.43
H 5.12065 0.33198 -0.79363 -1.48 0.16 0.70
H 5.38352 2.59117 0.00021 -1.15 -0.90 1.06
H 5.35862 1.74944 1.65202 -0.89 0.07 -1.43
H 3.80597 2.54642 1.04253 1.58 -1.07 -0.69
H -1.09266 -3.89446 -1.21052 0.30 2.00 0.02
H -2.27483 -2.53113 0.66635 1.60 0.11 -0.49
H -0.59769 -3.13306 1.14424 -0.84 1.21 -1.47
H -0.93113 -0.84496 2.03062 0.24 -0.18 -1.86
H 0.38490 -0.75215 0.74787 -1.87 0.28 -0.28
H -3.23656 1.12098 -0.31577 0.53 -0.73 0.98
C -5.38510 -2.00506 -5.77736 -0.20 0.05 0.04
O -6.75440 -2.26722 -5.52864 0.07 0.03 0.25
C -6.94933 -3.46115 -4.77747 -0.33 0.41 -0.28
C -8.28999 -3.41966 -4.05102 0.27 -0.10 0.20
O -8.26444 -2.62757 -2.86092 -0.02 0.14 -0.31
C -8.19303 -1.21265 -3.05059 -0.32 -0.08 0.25
C -9.49961 -0.60502 -3.55352 0.42 -0.06 -0.42
O -9.65179 -0.83447 -4.95211 -0.21 -0.23 0.11
C -11.00970 -0.86818 -5.34840 0.34 0.04 -0.01
H -4.94673 -2.80036 -6.38822 0.14 -0.01 0.03
H -5.31160 -1.05915 -6.31806 -0.11 -0.13 0.01
H -4.83666 -1.90407 -4.83498 0.11 -0.09 -0.06
H -6.14265 -3.59037 -4.04474 -0.05 -0.01 0.00
H -6.93752 -4.30110 -5.48139 0.03 -0.22 0.12
H -8.52265 -4.43526 -3.71676 0.10 0.07 0.08
H -9.10186 -3.11222 -4.71171 0.18 0.14 -0.14
H -7.34855 -0.94040 -3.68096 -0.10 0.02 -0.24
H -7.99224 -0.79840 -2.05748 -0.10 -0.11 -0.02
H -9.48668 0.47893 -3.39617 -0.03 0.06 0.23
H -10.33842 -1.03973 -2.99752 0.03 -0.02 0.02
H -11.54202 -1.66816 -4.82230 -0.11 0.07 0.04
H -11.04979 -1.07384 -6.41990 0.11 0.06 0.11
H -11.48958 0.09533 -5.15224 -0.17 -0.02 0.02
C 2.52514 6.70174 5.38138 0.22 -0.13 0.17
O 3.34059 5.63307 5.82392 -0.01 0.03 -0.31
C 2.81811 4.36170 5.45035 0.43 0.17 0.33
C 3.93139 3.31968 5.41153 -0.20 -0.01 -0.28
O 4.72726 3.38571 4.22555 0.02 0.22 0.25
C 5.61216 4.50403 4.12657 0.25 -0.35 -0.07
C 6.81695 4.40400 5.05796 -0.42 0.39 0.20
O 6.44836 4.75063 6.39046 -0.01 -0.33 0.02
C 7.26989 4.12414 7.35763 -0.19 0.22 -0.14
H 1.53765 6.65143 5.85037 -0.10 0.06 -0.11
H 3.00750 7.63898 5.66651 -0.01 -0.16 0.06
H 2.42870 6.68396 4.29043 -0.15 0.00 -0.01
H 2.33806 4.41771 4.46508 0.03 -0.05 0.03
H 2.07247 4.07640 6.20102 -0.14 -0.19 -0.09
H 3.46492 2.33011 5.39125 0.00 0.08 -0.13
H 4.55423 3.35537 6.30647 -0.06 0.26 0.01
H 5.07739 5.44359 4.25259 0.03 0.06 0.26
H 5.98325 4.48772 3.09680 -0.01 -0.12 0.07
H 7.59152 5.10822 4.73569 0.11 -0.08 -0.20
H 7.21900 3.38481 5.02134 -0.03 0.00 -0.03
H 7.20237 3.03435 7.26884 0.13 -0.03 0.00
H 6.91424 4.41212 8.34884 0.00 0.06 -0.15
H 8.30899 4.44717 7.24409 0.10 -0.12 0.06
```
Positions in Å, forces in eV/Å.

Output
**Molar mass**: 564.7 g/mol
**E**: -1921.56179 Ha
**Energy above the lowest of the compared OMol25 structures with the same formula, charge and spin**: 200.1 kcal per mole
**Net charge**: 0
**Orbital gap**: 9.25 eV
**Lowest unoccupied orbital energy**: 0.3509 eV
**Highest occupied orbital energy**: -8.9 eV
**F_max**: 6.8 eV/Å
**SMILES**: CCCC[C@](C#N)(OCCOCC)[C@H](C#N)CCC(=O)O.COCCOCCOC.COCCOCCOC

---

- Among the records above, which one has the highest molar mass?
  C27H52InP2Si